{
  "formula": "C38H66Cl10F6NO12P",
  "method": "ωB97M-V/def2-TZVPD",
  "elements": ["C", "C", "C", "N", "C", "C", "C", "C", "C", "H", "H", "H", "H", "H", "H", "H", "H", "H", "H", "H", "H", "H", "H", "H", "H", "H", "H", "P", "F", "F", "F", "F", "F", "F", "Cl", "C", "C", "Cl", "H", "H", "H", "H", "Cl", "C", "C", "Cl", "H", "H", "H", "H", "Cl", "C", "C", "Cl", "H", "H", "H", "H", "Cl", "C", "C", "Cl", "H", "H", "H", "H", "Cl", "C", "C", "Cl", "H", "H", "H", "H", "C", "O", "C", "C", "O", "C", "H", "H", "H", "H", "H", "H", "H", "H", "H", "H", "C", "O", "C", "C", "O", "C", "H", "H", "H", "H", "H", "H", "H", "H", "H", "H", "C", "C", "C", "O", "C", "C", "C", "O", "O", "O", "H", "H", "H", "H", "C", "C", "C", "O", "C", "C", "C", "O", "O", "O", "H", "H", "H", "H"],
  "positions_angstrom": [[-0.4656, 2.3558, -3.3718], [-0.0575, 0.9290, -2.9581], [-0.2733, 0.7881, -1.4553], [-0.0584, -0.6571, -0.9575], [1.4455, -0.9984, -1.0863], [-0.3102, -0.8325, 0.5966], [-0.6906, -2.2954, 0.7687], [-1.3242, -2.8106, -0.5576], [-1.0049, -1.7350, -1.5989], [-0.2527, 2.5653, -4.4201], [-0.0358, 3.2038, -2.8386], [-1.5458, 2.4254, -3.2433], [0.9493, 0.6436, -3.2631], [-0.8453, 0.3785, -3.4722], [-1.2737, 1.0296, -1.0962], [0.5004, 1.3218, -0.9034], [2.0306, -0.1480, -0.7362], [1.6011, -1.1346, -2.1565], [1.6580, -1.9617, -0.6224], [0.5558, -0.5459, 1.1933], [-1.1202, -0.1343, 0.8076], [0.2350, -2.8169, 1.0124], [-1.2990, -2.4584, 1.6583], [-0.8726, -3.7605, -0.8438], [-2.3977, -2.9644, -0.4474], [-0.4956, -2.1007, -2.4906], [-1.9156, -1.3573, -2.0639], [2.9274, -4.5621, -1.8789], [3.4865, -3.5368, -0.8555], [4.2173, -4.3525, -2.8654], [3.6538, -5.7379, -1.0101], [2.2793, -5.7119, -2.8592], [1.5999, -4.6542, -0.9219], [2.3149, -3.3140, -2.7557], [-2.4122, -4.7766, -3.4147], [-0.9279, -5.8334, -3.0155], [-0.8813, -7.2746, -3.5970], [-2.1452, -8.2353, -2.8598], [-0.7793, -5.7846, -1.9368], [-0.0785, -5.2734, -3.4067], [0.0622, -7.7991, -3.4463], [-0.9999, -7.2331, -4.6798], [0.7992, 4.9172, -7.0421], [-0.3680, 6.0591, -6.4323], [-1.6664, 5.3387, -6.0904], [-2.5974, 6.5283, -5.1940], [-0.5406, 6.7698, -7.2405], [0.0942, 6.6043, -5.6094], [-1.5306, 4.4527, -5.4702], [-2.2370, 5.0377, -6.9689], [-4.1479, -0.8868, -3.6911], [-5.1623, -2.3643, -3.6034], [-5.3344, -2.9488, -2.2389], [-6.3585, -1.8293, -1.2099], [-4.6313, -3.1656, -4.1172], [-6.0757, -2.2330, -4.1836], [-4.3949, -3.1410, -1.7208], [-5.8660, -3.8966, -2.3233], [4.0180, -0.2913, 1.2461], [4.8649, 0.5170, 2.5616], [5.4054, -0.5298, 3.5689], [6.7363, -1.5129, 2.9342], [4.1203, 1.1274, 3.0724], [5.6485, 1.1701, 2.1773], [4.6286, -1.2748, 3.7417], [5.7448, -0.1271, 4.5232], [2.7765, 3.5826, 2.9561], [3.5827, 4.5955, 1.7261], [4.0211, 3.8227, 0.5274], [2.6475, 3.0779, -0.3202], [4.5165, 5.0003, 2.1163], [2.8669, 5.4096, 1.6116], [4.7314, 3.0173, 0.7144], [4.5076, 4.4479, -0.2213], [-7.4581, 2.1208, 1.6480], [-6.3051, 2.8524, 1.1956], [-6.4196, 3.3293, -0.1253], [-5.0400, 3.6972, -0.6924], [-3.9842, 2.7183, -0.6494], [-4.2805, 1.5818, -1.4527], [-7.5044, 1.0507, 1.4456], [-8.3226, 2.5889, 1.1772], [-7.5795, 1.9738, 2.7212], [-7.0301, 4.2320, -0.1452], [-6.9733, 2.6393, -0.7619], [-4.8204, 4.7060, -0.3429], [-5.1648, 3.9019, -1.7557], [-5.3248, 1.2809, -1.3681], [-3.6394, 0.7714, -1.1059], [-4.0636, 1.7002, -2.5143], [1.0221, -2.9948, 4.5013], [1.0958, -3.4166, 5.8497], [0.0687, -4.2978, 6.2683], [0.2579, -4.6523, 7.7542], [-0.4299, -3.6853, 8.5653], [-0.3959, -3.7760, 9.9762], [0.9543, -3.7879, 3.7566], [1.8975, -2.3950, 4.2523], [0.0920, -2.4452, 4.3563], [0.0736, -5.2265, 5.6977], [-0.9628, -3.9472, 6.2344], [1.3099, -4.6883, 8.0371], [-0.1534, -5.6602, 7.8084], [0.6063, -3.9329, 10.3748], [-1.0095, -4.6268, 10.2723], [-0.8293, -2.8554, 10.3672], [6.1138, 1.3331, -1.8042], [5.0308, 1.5030, -2.7105], [4.2464, 0.3982, -3.3261], [3.4156, 0.5648, -4.1947], [4.5900, -0.9596, -2.7310], [5.5605, -1.1349, -1.8013], [6.4557, 0.0443, -1.2629], [7.3545, -0.1368, -0.4226], [5.8199, -2.4261, -1.4015], [4.7826, 2.7540, -3.1998], [6.6209, 2.2047, -1.4173], [4.1883, -1.8467, -3.1980], [5.1940, -3.0477, -1.7803], [3.9889, 2.7256, -3.7391], [-0.3638, 5.4215, 1.8075], [0.0206, 5.3237, 3.1344], [-0.1593, 4.0271, 3.9712], [0.2624, 3.9092, 5.1052], [-0.8960, 2.9976, 3.2604], [-1.3731, 3.1520, 2.0189], [-1.1364, 4.3952, 1.1314], [-1.4738, 4.4863, -0.0388], [-2.0469, 2.1828, 1.3710], [0.8581, 6.2062, 3.7118], [-0.0311, 6.2917, 1.2613], [-1.1454, 2.1406, 3.8684], [-2.5312, 2.6532, 0.6886], [1.1136, 5.9554, 4.6025]],
  "orbital_gap_ev": [2.1535, 4.3645],
  "total_energy_ev": -217357.753,
  "spin_multiplicity": 2,
  "lumo_energy_ev": [-0.03, -0.03],
  "charge": -1,
  "largest_force_ev_per_a": 5.6
}

=====

{
  "formula": "C30H44BrClN2P2Pd",
  "method": "ωB97M-V/def2-TZVPD",
  "elements": ["N", "C", "C", "C", "C", "C", "C", "Pd", "P", "C", "C", "C", "C", "C", "C", "C", "Br", "H", "H", "H", "H", "H", "H", "H", "H", "H", "H", "P", "C", "C", "H", "H", "H", "H", "H", "C", "C", "H", "H", "H", "H", "H", "C", "C", "H", "H", "H", "H", "H", "C", "C", "H", "H", "H", "H", "H", "C", "C", "H", "H", "H", "H", "H", "C", "C", "H", "H", "H", "H", "H", "Cl", "C", "C", "C", "C", "N", "C", "H", "H", "H", "H"],
  "positions_angstrom": [[-4.1315, 3.3553, -8.0362], [-3.0588, 2.6069, -8.3165], [-2.1876, 2.1153, -7.3274], [-2.4090, 2.3845, -5.9372], [-3.5419, 3.2059, -5.6950], [-4.3670, 3.6387, -6.7609], [-1.5943, 1.8135, -4.8119], [1.1015, 0.7990, -0.8793], [-0.4181, -3.4242, 3.7514], [-1.8617, 1.9346, -3.4655], [-1.5054, 1.0138, -2.3942], [-2.4291, 0.4694, -1.4859], [-2.3292, -0.7902, -0.8542], [-1.2854, -1.6314, -1.2269], [-0.1725, -1.0181, -1.8852], [-0.2202, 0.3754, -2.3461], [-1.4541, -3.4946, -1.0644], [-0.7704, 1.1793, -5.1608], [-2.5682, 2.7362, -3.2347], [-1.3712, 1.4960, -7.7020], [-3.8505, 3.5093, -4.6978], [-2.9196, 2.4202, -9.3908], [-5.2545, 4.2452, -6.5512], [-3.3489, 1.0427, -1.3157], [0.4488, 0.7253, -3.1567], [-3.1224, -1.1961, -0.2327], [0.5998, -1.6708, -2.3047], [0.8419, 1.5333, 1.3984], [-0.5835, -4.6678, 2.4291], [-1.5558, -5.7814, 2.8364], [0.4204, -5.0819, 2.2774], [-0.8647, -4.1882, 1.4899], [-1.6188, -6.5398, 2.0533], [-1.2284, -6.2863, 3.7521], [-2.5665, -5.4025, 3.0124], [-1.8114, -2.2467, 3.6233], [-2.5188, -2.2028, 4.9913], [-2.4987, -2.5818, 2.8339], [-1.4387, -1.2565, 3.3264], [-3.4745, -1.6727, 4.9258], [-2.7211, -3.2168, 5.3600], [-1.8936, -1.6962, 5.7375], [1.1649, -2.5217, 3.5419], [2.1903, -3.2299, 4.4375], [0.9807, -1.4912, 3.8552], [1.4754, -2.4781, 2.4924], [3.0069, -2.5627, 4.7100], [1.7075, -3.5566, 5.3622], [2.6184, -4.1026, 3.9415], [2.1076, 1.9139, 2.6859], [2.5608, 3.3639, 2.8639], [2.9629, 1.2588, 2.4634], [1.6993, 1.5592, 3.6479], [3.1164, 3.7388, 1.9979], [1.7157, 4.0360, 3.0603], [3.2318, 3.4349, 3.7307], [-0.6158, 1.1260, 2.4358], [-1.9100, 1.8754, 2.1539], [-0.3397, 1.2261, 3.4975], [-0.7238, 0.0519, 2.2256], [-1.7822, 2.9613, 2.2492], [-2.2955, 1.6457, 1.1523], [-2.6805, 1.5741, 2.8797], [0.4908, 3.1511, 0.5604], [1.6201, 3.3675, -0.4462], [0.3280, 3.9657, 1.2738], [-0.4716, 2.9801, 0.0526], [1.2551, 3.9427, -1.3040], [2.4888, 3.8406, 0.0225], [2.0521, 2.4371, -0.9173], [4.5677, -2.9719, -3.1691], [4.4629, -1.8118, -1.9516], [5.5797, -1.0893, -1.5429], [5.4169, -0.1676, -0.5188], [4.1320, 0.1440, -0.0621], [3.0577, -0.3835, -0.6760], [3.2134, -1.5347, -1.3747], [6.5317, -1.2472, -2.0374], [6.2509, 0.3878, -0.1177], [3.9884, 0.8124, 0.7961], [2.3776, -2.1992, -1.5369]],
  "orbital_gap_ev": 6.4412,
  "total_energy_ev": -139422.717,
  "spin_multiplicity": 1,
  "lumo_energy_ev": -0.22,
  "relative_energy_ev": 1.321,
  "charge": 0,
  "largest_force_ev_per_a": 2.8
}

=====

{
  "formula": "C21H35FP2Sn",
  "method": "ωB97M-V/def2-TZVPD",
  "elements": ["P", "P", "C", "C", "H", "H", "H", "H", "C", "H", "H", "H", "C", "H", "H", "H", "C", "H", "H", "H", "C", "H", "H", "H", "Sn", "C", "C", "C", "C", "C", "C", "C", "C", "C", "H", "H", "H", "H", "H", "H", "H", "H", "H", "H", "H", "H", "H", "H", "H", "F", "C", "C", "C", "C", "C", "C", "H", "H", "H", "H"],
  "positions_angstrom": [[-0.7399, 1.8518, -2.9340], [-2.2425, -2.0430, -1.0781], [-1.8781, 0.2927, -3.2944], [-2.5935, -0.2329, -2.0299], [-1.2014, -0.4712, -3.7406], [-2.6098, 0.4650, -4.1174], [-2.5015, 0.5250, -1.2054], [-3.6925, -0.4312, -2.1705], [-1.9148, -3.7576, -1.6035], [-2.1152, -4.3539, -0.6770], [-0.8835, -3.9713, -1.9336], [-2.6665, -4.0709, -2.3700], [-3.7919, -2.3822, -0.2367], [-4.2324, -3.2925, -0.6538], [-4.5106, -1.5689, -0.3062], [-3.5292, -2.5416, 0.8134], [0.9657, 1.8637, -3.8708], [1.5004, 2.7694, -3.5515], [0.9500, 2.0093, -4.9688], [1.6259, 0.9730, -3.6338], [-1.5873, 3.1796, -3.8749], [-2.6307, 3.2115, -3.5063], [-1.5499, 3.2121, -4.9749], [-1.0474, 4.0645, -3.4985], [0.8828, -1.0385, -3.3022], [-0.9556, -2.3948, -4.5626], [0.3552, -2.8969, -4.2402], [1.3887, -3.1587, -5.3385], [1.5499, -1.9605, -6.2580], [1.2368, -0.6444, -5.5377], [0.0891, 0.0736, -5.7892], [-1.2066, -0.3971, -6.1996], [-1.4719, -1.8840, -5.8624], [1.2368, 0.0369, -1.2227], [-1.7030, -2.4607, -3.7682], [0.5242, -3.5430, -3.3376], [1.0833, -4.0508, -5.9055], [2.3313, -3.3544, -4.8162], [2.5878, -1.9216, -6.6485], [0.9206, -2.0683, -7.1605], [2.1480, -0.2134, -5.0785], [0.1119, 1.1378, -5.9400], [-1.2663, -0.2278, -7.2811], [-1.9764, 0.3043, -5.8469], [-2.5830, -1.9476, -5.9010], [-1.0733, -2.4497, -6.7217], [0.3445, 0.0400, -0.5900], [1.5948, 1.1076, -1.3345], [1.9959, -0.5075, -0.6347], [-0.4821, -1.8188, 4.6446], [-0.1850, -1.9237, 3.3008], [-1.1424, -1.4604, 2.4111], [-0.7847, -1.5208, 1.0154], [0.3307, -2.2141, 0.6602], [1.2885, -2.6632, 1.5174], [1.0319, -2.4832, 2.9073], [-2.1010, -1.0280, 2.7323], [-1.4173, -0.9139, 0.3243], [2.1786, -3.1865, 1.1488], [1.7645, -2.7413, 3.6585]],
  "orbital_gap_ev": [4.0552, 4.1613],
  "total_energy_ev": -49455.948,
  "spin_multiplicity": 1,
  "lumo_energy_ev": [-0.90, -0.89],
  "charge": 0,
  "largest_force_ev_per_a": 4.4
}

=====

{
  "formula": "C49H48HfIN5O6S",
  "method": "ωB97M-V/def2-TZVPD",
  "elements": ["Hf", "C", "C", "N", "C", "C", "C", "O", "C", "C", "N", "C", "C", "C", "C", "C", "C", "I", "C", "O", "H", "H", "H", "H", "H", "H", "H", "H", "H", "H", "H", "H", "C", "C", "C", "C", "C", "C", "C", "C", "C", "S", "C", "N", "H", "H", "H", "H", "H", "H", "H", "H", "O", "C", "O", "C", "C", "C", "C", "C", "C", "N", "O", "O", "H", "H", "H", "H", "C", "C", "C", "C", "C", "C", "C", "C", "N", "C", "C", "C", "C", "C", "C", "C", "C", "C", "C", "H", "H", "H", "H", "H", "H", "H", "H", "H", "H", "H", "H", "H", "H", "H", "H", "H", "H", "H", "H", "H", "H", "H", "H"],
  "positions_angstrom": [[-0.8505, 0.1922, 1.2945], [-0.5102, 4.2297, -0.1375], [0.8897, 3.7946, 0.1363], [1.8240, 4.5499, -0.3948], [3.1005, 4.2865, -0.1680], [3.5258, 3.2979, 0.6951], [5.0133, 3.1878, 0.9317], [5.5400, 4.3500, 1.5338], [2.5481, 2.4838, 1.3105], [2.9487, 1.5392, 2.3184], [2.2427, 0.5535, 2.7161], [2.7767, -0.3578, 3.6090], [4.1162, -0.7568, 3.6018], [4.5634, -1.7331, 4.4701], [3.6892, -2.3513, 5.3490], [2.3500, -1.9968, 5.3534], [1.9179, -1.0160, 4.4873], [-0.1147, -0.3904, 4.3613], [1.1804, 2.6550, 0.9451], [0.2088, 1.8867, 1.3981], [-0.4813, 5.2414, -0.5303], [-1.0932, 4.2094, 0.7781], [-0.9855, 3.5783, -0.8669], [3.8161, 4.9227, -0.6680], [5.5292, 3.1104, -0.0307], [5.2763, 2.3011, 1.5216], [5.0177, 4.5645, 2.3145], [3.9157, 1.7344, 2.7907], [4.7973, -0.3183, 2.8858], [5.6049, -2.0157, 4.4526], [4.0402, -3.1212, 6.0173], [1.6460, -2.4793, 6.0120], [-1.0615, -3.4562, 2.0003], [-2.3687, -2.8108, 1.6966], [-3.4624, -3.6249, 1.3384], [-4.7098, -3.0817, 1.2235], [-4.9031, -1.7267, 1.5658], [-6.1822, -1.1506, 1.6692], [-6.3143, 0.1394, 2.1155], [-5.1948, 0.8797, 2.4873], [-3.9164, 0.3601, 2.3761], [-2.5376, 1.2222, 3.0032], [-3.7439, -0.9592, 1.8739], [-2.4862, -1.4956, 1.8446], [-1.2261, -4.4374, 2.4411], [-0.4884, -2.8525, 2.6991], [-0.4492, -3.5993, 1.1115], [-3.2879, -4.6780, 1.1721], [-5.5605, -3.6837, 0.9370], [-7.0485, -1.7558, 1.4449], [-7.2951, 0.5795, 2.2132], [-5.3175, 1.8661, 2.9042], [1.8513, -2.8271, 2.1477], [1.7612, -1.8665, 1.4074], [0.7127, -1.1114, 1.3063], [2.9180, -1.5207, 0.4906], [2.9353, -0.3411, -0.2470], [4.0128, -0.0298, -1.0606], [5.0754, -0.9065, -1.1646], [5.0397, -2.1008, -0.4520], [3.9794, -2.4095, 0.3877], [6.1356, -3.0310, -0.6000], [6.1052, -4.0493, 0.0529], [7.0205, -2.7293, -1.3724], [2.1053, 0.3475, -0.1608], [4.0135, 0.8901, -1.6231], [5.9297, -0.6819, -1.7845], [3.9679, -3.3251, 0.9609], [-4.0719, 3.9441, 0.8457], [-3.6503, 3.0769, -0.3021], [-4.1415, 3.3299, -1.5767], [-3.6423, 2.6042, -2.6436], [-4.0182, 2.9575, -4.0542], [-2.7465, 1.5656, -2.4299], [-2.2951, 1.2017, -1.1458], [-2.7340, 2.0581, -0.1197], [-1.4843, 0.1327, -0.7820], [-0.9518, -0.6830, -1.8996], [-0.1164, -1.8594, -1.3764], [0.4999, -2.6709, -2.5236], [-0.5849, -3.2512, -3.4269], [-1.4444, -2.0972, -3.9398], [-0.5794, -1.1489, -4.7716], [0.5685, -0.6149, -3.9163], [1.4033, -1.7671, -3.3618], [0.0105, 0.1800, -2.7420], [-2.0569, -1.3696, -2.7384], [-5.1394, 4.1419, 0.7850], [-3.5550, 4.9026, 0.7998], [-3.8460, 3.4773, 1.8007], [-4.8624, 4.1183, -1.7324], [-4.8373, 3.6719, -4.0712], [-4.3112, 2.0769, -4.6234], [-3.1622, 3.4073, -4.5584], [-2.3969, 1.0800, -3.3210], [-2.2595, 1.9489, 0.8482], [-0.7473, -2.5090, -0.7620], [0.7020, -1.4782, -0.7771], [1.0959, -3.4888, -2.0987], [-1.2053, -3.9601, -2.8716], [-0.1199, -3.7843, -4.2609], [-2.2556, -2.4898, -4.5663], [-1.1816, -0.3186, -5.1482], [-0.1819, -1.6826, -5.6381], [1.2008, 0.0410, -4.5252], [2.2086, -1.3641, -2.7421], [1.8561, -2.3403, -4.1739], [-0.4679, 1.0888, -3.0961], [0.8328, 0.4906, -2.0899], [-2.5564, -2.1033, -2.0975], [-2.8275, -0.6848, -3.0729]],
  "orbital_gap_ev": 6.9473,
  "total_energy_ev": -91574.110,
  "spin_multiplicity": 1,
  "lumo_energy_ev": -0.66,
  "relative_energy_ev": 0.517,
  "charge": 0,
  "largest_force_ev_per_a": 1.7
}